Record 1
Density functional theory data (wB97M-V/def2-TZVPD) for a structure of composition C25H48AuOP4 at a distorted geometry.

Element x y z (Å)
Au: -0.30 0.74 -1.86
P: -1.50 1.13 0.32
P: -1.52 -0.86 -3.02
P: 0.09 3.20 -2.21
H: 3.94 -0.46 1.06
C: 3.66 0.57 1.20
C: 2.76 0.96 2.09
H: 2.16 0.24 2.73
C: -1.54 -0.40 1.29
C: -3.19 1.61 -0.07
C: -0.79 2.37 1.45
C: -0.54 -2.17 -3.81
C: -2.69 -1.81 -1.96
C: -2.59 -0.21 -4.34
C: 1.36 3.86 -1.06
C: -1.38 4.25 -1.97
C: 0.70 3.55 -3.90
H: 4.31 1.29 0.74
H: 2.56 2.04 2.34
H: -0.54 -0.59 1.73
H: -1.84 -1.25 0.65
H: -2.28 -0.22 2.09
H: -3.67 0.82 -0.64
H: -3.21 2.54 -0.65
H: -3.67 1.74 0.91
H: 0.29 2.18 1.63
H: -1.36 2.22 2.40
H: -0.97 3.40 1.06
H: -0.20 -1.85 -4.78
H: -1.15 -3.06 -3.93
H: 0.31 -2.43 -3.19
H: -3.43 -2.35 -2.58
H: -3.24 -1.16 -1.26
H: -2.15 -2.55 -1.34
H: -3.26 -1.00 -4.74
H: -1.96 0.16 -5.16
H: -3.19 0.63 -3.98
H: 1.85 4.72 -1.53
H: 2.11 3.10 -0.83
H: 0.88 4.23 -0.16
H: -1.09 5.31 -1.99
H: -1.87 4.01 -1.02
H: -2.06 4.06 -2.82
H: 0.97 4.61 -3.96
H: -0.11 3.33 -4.61
H: 1.60 2.96 -4.11
C: 2.49 0.12 -2.97
C: 2.52 -0.51 -4.27
C: 3.27 0.09 -5.29
C: 4.03 1.22 -4.91
C: 4.05 1.81 -3.63
C: 3.33 1.22 -2.59
O: 1.70 -0.17 -1.91
H: -0.08 -0.40 -2.94
H: 1.96 -1.46 -4.37
H: 3.26 -0.30 -6.35
H: 4.47 1.81 -5.70
H: 4.64 2.73 -3.44
H: 3.37 1.58 -1.54
C: 1.67 -2.62 1.74
P: 0.57 -3.03 0.33
C: 1.78 -3.88 -0.76
C: -0.33 -4.50 1.03
C: -1.74 -4.43 1.13
C: -2.45 -5.49 1.67
C: -1.79 -6.63 2.12
C: -0.39 -6.70 2.04
C: 0.34 -5.64 1.50
H: 2.45 -3.39 1.83
H: 2.13 -1.63 1.59
H: 1.08 -2.60 2.67
H: 2.54 -4.38 -0.16
H: 1.25 -4.61 -1.40
H: 2.23 -3.11 -1.39
H: -2.27 -3.53 0.76
H: -3.54 -5.42 1.74
H: -2.35 -7.45 2.54
H: 0.13 -7.59 2.38
H: 1.43 -5.70 1.44

Values from the calculation:
* 2S+1: 3
* HOMO-LUMO gap (spin up / spin down): 0.303 / 0.149 Ha
* HOMO (spin up / spin down): -16.20 / -16.13 eV
* net charge: +3
* LUMO level (spin up / spin down): -7.97 / -12.07 eV
* max |F|: 4.52 eV/A



Record 2
Density functional theory data (wB97M-V/def2-TZVPD) for a cluster of 8 separate species, C25H48BrO25P in total at a distorted geometry.

Element x y z (Å)
C: -0.49 1.85 0.39
C: -1.25 1.46 -0.67
C: -2.30 0.47 -0.38
O: -3.31 0.47 -1.43
C: -4.52 0.11 -1.03
O: -4.76 -0.79 -0.24
O: -5.55 0.78 -1.66
P: -5.97 2.29 -1.06
O: -6.81 2.04 0.30
Br: -4.13 3.33 -0.28
H: 0.58 1.74 0.41
H: -0.99 2.26 1.25
H: -1.15 1.88 -1.66
H: -1.85 -0.50 -0.28
H: -2.77 0.77 0.55
H: -6.91 1.09 0.50
C: 3.93 -3.55 -0.75
O: 2.85 -2.75 -1.25
C: 1.69 -3.40 -1.37
O: 1.50 -4.55 -1.10
O: 0.79 -2.53 -1.83
C: -0.52 -3.07 -2.02
H: 4.80 -2.90 -0.71
H: 3.71 -3.92 0.24
H: 4.13 -4.38 -1.43
H: -0.94 -3.42 -1.08
H: -0.50 -3.88 -2.75
H: -1.13 -2.26 -2.41
C: 1.05 -0.36 6.30
O: 1.92 -0.85 5.28
C: 1.42 -0.76 4.05
O: 0.35 -0.32 3.75
O: 2.32 -1.25 3.20
C: 1.91 -1.21 1.83
H: 1.57 -0.48 7.25
H: 0.84 0.70 6.15
H: 0.12 -0.92 6.32
H: 1.74 -0.19 1.51
H: 1.01 -1.81 1.68
H: 2.72 -1.63 1.24
C: 1.64 -0.75 -3.76
O: 2.33 -0.11 -4.83
C: 3.10 0.91 -4.45
O: 3.24 1.30 -3.33
O: 3.68 1.41 -5.54
C: 4.55 2.52 -5.27
H: 1.05 -1.55 -4.20
H: 2.34 -1.16 -3.05
H: 0.97 -0.05 -3.26
H: 5.36 2.22 -4.61
H: 3.99 3.34 -4.83
H: 4.95 2.83 -6.23
C: -2.73 1.08 -7.95
O: -3.39 1.74 -6.87
C: -4.39 1.04 -6.34
O: -4.75 -0.06 -6.69
O: -4.92 1.75 -5.35
C: -6.01 1.12 -4.68
H: -1.95 1.75 -8.29
H: -2.28 0.15 -7.61
H: -3.42 0.89 -8.77
H: -5.69 0.19 -4.22
H: -6.83 0.94 -5.37
H: -6.35 1.79 -3.91
C: -2.66 3.67 9.06
O: -1.90 3.20 10.17
C: -0.95 2.32 9.86
O: -0.71 1.92 8.75
O: -0.32 1.97 10.97
C: 0.73 1.02 10.78
H: -3.39 4.37 9.46
H: -2.02 4.18 8.34
H: -3.18 2.84 8.58
H: 1.50 1.43 10.13
H: 0.34 0.10 10.37
H: 1.15 0.83 11.76
C: 1.98 -7.36 -1.50
O: 2.80 -8.49 -1.85
C: 3.68 -8.25 -2.80
O: 3.85 -7.19 -3.36
O: 4.37 -9.36 -3.04
C: 5.37 -9.24 -4.05
H: 1.31 -7.69 -0.72
H: 2.59 -6.55 -1.13
H: 1.40 -7.03 -2.36
H: 6.11 -8.50 -3.76
H: 4.92 -8.97 -5.00
H: 5.84 -10.21 -4.14
C: 1.63 6.02 2.84
O: 0.95 6.97 2.02
C: -0.19 6.53 1.51
O: -0.67 5.44 1.68
O: -0.72 7.50 0.77
C: -1.96 7.14 0.15
H: 2.53 6.50 3.19
H: 1.01 5.74 3.70
H: 1.89 5.14 2.27
H: -2.71 6.90 0.90
H: -1.82 6.30 -0.52
H: -2.29 8.00 -0.42

Values from the calculation:
* HOMO-LUMO gap: 0.327 Ha
* HOMO: -8.49 eV
* SMILES: C=CCOC(=O)OP(O)Br.COC(=O)OC.COC(=O)OC.COC(=O)OC.COC(=O)OC.COC(=O)OC.COC(=O)OC.COC(=O)OC
* LUMO level: 0.42 eV
* max |F|: 2.68 eV/A



Record 3
Density functional theory data (wB97M-V/def2-TZVPD) for a structure of composition C25H48ClLuNO2P2S2 at a distorted geometry.

Element x y z (Å)
Lu: -0.65 -0.80 0.49
Cl: 0.50 0.24 -1.49
P: -0.52 -3.43 -0.08
C: 0.53 -3.92 -1.52
C: -0.36 -4.56 1.38
C: -2.26 -3.36 -0.74
C: 1.82 -3.08 -1.54
H: -0.08 -3.63 -2.39
C: 0.81 -5.42 -1.60
H: 1.42 -5.79 -0.77
H: 1.35 -5.62 -2.54
H: -0.12 -6.01 -1.64
H: 1.59 -2.03 -1.78
H: 2.51 -3.43 -2.32
H: 2.35 -3.09 -0.58
H: -2.13 -2.80 -1.68
C: -3.25 -2.55 0.13
C: -2.77 -4.76 -1.08
H: -2.25 -5.17 -1.95
H: -3.84 -4.69 -1.33
H: -2.66 -5.46 -0.24
H: -2.82 -1.68 0.69
H: -3.77 -3.18 0.86
H: -4.02 -2.12 -0.53
C: 1.08 -4.52 1.91
H: -0.61 -5.57 1.01
C: -1.33 -4.18 2.51
H: 1.82 -4.78 1.15
H: 1.20 -5.23 2.73
H: 1.33 -3.52 2.30
H: -1.14 -3.16 2.88
H: -1.19 -4.86 3.36
H: -2.38 -4.24 2.21
H: 1.54 0.58 1.46
H: -1.94 0.56 0.50
P: 0.38 3.60 -0.11
C: -0.87 4.15 -1.32
C: 0.30 4.44 1.51
C: 2.01 3.49 -0.93
C: -2.12 3.26 -1.21
H: -0.38 3.94 -2.30
C: -1.15 5.65 -1.25
H: -1.61 5.94 -0.29
H: -1.83 5.92 -2.05
H: -0.23 6.24 -1.36
H: -1.88 2.22 -1.47
H: -2.88 3.64 -1.90
H: -2.54 3.26 -0.19
H: 1.74 3.00 -1.89
C: 3.00 2.55 -0.22
C: 2.55 4.89 -1.21
H: 1.95 5.39 -1.99
H: 3.59 4.82 -1.55
H: 2.53 5.54 -0.33
H: 2.54 1.97 0.59
H: 3.85 3.13 0.19
H: 3.38 1.83 -0.94
C: -1.08 4.27 2.16
H: 0.49 5.50 1.25
C: 1.39 3.92 2.46
H: -1.91 4.66 1.54
H: -1.06 4.82 3.12
H: -1.31 3.22 2.41
H: 1.23 2.86 2.71
H: 1.31 4.48 3.41
H: 2.41 4.02 2.06
O: -3.12 -0.95 3.37
S: -2.14 0.08 3.66
O: -2.51 1.47 3.58
N: -0.82 -0.17 2.60
C: 0.34 -0.45 3.25
S: 1.71 -0.60 2.17
C: 0.19 -0.63 4.66
C: 1.10 -1.13 5.62
C: 0.63 -1.41 6.91
C: -0.71 -1.20 7.26
C: -1.61 -0.68 6.32
C: -1.14 -0.37 5.05
H: 2.14 -1.28 5.33
H: 1.31 -1.81 7.66
H: -1.07 -1.46 8.26
H: -2.67 -0.53 6.54

Values from the calculation:
* HOMO-LUMO gap: 0.145 Ha
* HOMO: -1.72 eV
* net charge: -1
* LUMO level: 2.24 eV
* max |F|: 4.34 eV/A



Repeat the first record exactly.
Density functional theory data (wB97M-V/def2-TZVPD) for a structure of composition C25H48AuOP4 at a distorted geometry.

Element x y z (Å)
Au: -0.30 0.74 -1.86
P: -1.50 1.13 0.32
P: -1.52 -0.86 -3.02
P: 0.09 3.20 -2.21
H: 3.94 -0.46 1.06
C: 3.66 0.57 1.20
C: 2.76 0.96 2.09
H: 2.16 0.24 2.73
C: -1.54 -0.40 1.29
C: -3.19 1.61 -0.07
C: -0.79 2.37 1.45
C: -0.54 -2.17 -3.81
C: -2.69 -1.81 -1.96
C: -2.59 -0.21 -4.34
C: 1.36 3.86 -1.06
C: -1.38 4.25 -1.97
C: 0.70 3.55 -3.90
H: 4.31 1.29 0.74
H: 2.56 2.04 2.34
H: -0.54 -0.59 1.73
H: -1.84 -1.25 0.65
H: -2.28 -0.22 2.09
H: -3.67 0.82 -0.64
H: -3.21 2.54 -0.65
H: -3.67 1.74 0.91
H: 0.29 2.18 1.63
H: -1.36 2.22 2.40
H: -0.97 3.40 1.06
H: -0.20 -1.85 -4.78
H: -1.15 -3.06 -3.93
H: 0.31 -2.43 -3.19
H: -3.43 -2.35 -2.58
H: -3.24 -1.16 -1.26
H: -2.15 -2.55 -1.34
H: -3.26 -1.00 -4.74
H: -1.96 0.16 -5.16
H: -3.19 0.63 -3.98
H: 1.85 4.72 -1.53
H: 2.11 3.10 -0.83
H: 0.88 4.23 -0.16
H: -1.09 5.31 -1.99
H: -1.87 4.01 -1.02
H: -2.06 4.06 -2.82
H: 0.97 4.61 -3.96
H: -0.11 3.33 -4.61
H: 1.60 2.96 -4.11
C: 2.49 0.12 -2.97
C: 2.52 -0.51 -4.27
C: 3.27 0.09 -5.29
C: 4.03 1.22 -4.91
C: 4.05 1.81 -3.63
C: 3.33 1.22 -2.59
O: 1.70 -0.17 -1.91
H: -0.08 -0.40 -2.94
H: 1.96 -1.46 -4.37
H: 3.26 -0.30 -6.35
H: 4.47 1.81 -5.70
H: 4.64 2.73 -3.44
H: 3.37 1.58 -1.54
C: 1.67 -2.62 1.74
P: 0.57 -3.03 0.33
C: 1.78 -3.88 -0.76
C: -0.33 -4.50 1.03
C: -1.74 -4.43 1.13
C: -2.45 -5.49 1.67
C: -1.79 -6.63 2.12
C: -0.39 -6.70 2.04
C: 0.34 -5.64 1.50
H: 2.45 -3.39 1.83
H: 2.13 -1.63 1.59
H: 1.08 -2.60 2.67
H: 2.54 -4.38 -0.16
H: 1.25 -4.61 -1.40
H: 2.23 -3.11 -1.39
H: -2.27 -3.53 0.76
H: -3.54 -5.42 1.74
H: -2.35 -7.45 2.54
H: 0.13 -7.59 2.38
H: 1.43 -5.70 1.44

Values from the calculation:
* 2S+1: 3
* HOMO-LUMO gap (spin up / spin down): 0.303 / 0.149 Ha
* HOMO (spin up / spin down): -16.20 / -16.13 eV
* net charge: +3
* LUMO level (spin up / spin down): -7.97 / -12.07 eV
* max |F|: 4.52 eV/A



Copy entry 3 word for word.
Density functional theory data (wB97M-V/def2-TZVPD) for a structure of composition C25H48ClLuNO2P2S2 at a distorted geometry.

Element x y z (Å)
Lu: -0.65 -0.80 0.49
Cl: 0.50 0.24 -1.49
P: -0.52 -3.43 -0.08
C: 0.53 -3.92 -1.52
C: -0.36 -4.56 1.38
C: -2.26 -3.36 -0.74
C: 1.82 -3.08 -1.54
H: -0.08 -3.63 -2.39
C: 0.81 -5.42 -1.60
H: 1.42 -5.79 -0.77
H: 1.35 -5.62 -2.54
H: -0.12 -6.01 -1.64
H: 1.59 -2.03 -1.78
H: 2.51 -3.43 -2.32
H: 2.35 -3.09 -0.58
H: -2.13 -2.80 -1.68
C: -3.25 -2.55 0.13
C: -2.77 -4.76 -1.08
H: -2.25 -5.17 -1.95
H: -3.84 -4.69 -1.33
H: -2.66 -5.46 -0.24
H: -2.82 -1.68 0.69
H: -3.77 -3.18 0.86
H: -4.02 -2.12 -0.53
C: 1.08 -4.52 1.91
H: -0.61 -5.57 1.01
C: -1.33 -4.18 2.51
H: 1.82 -4.78 1.15
H: 1.20 -5.23 2.73
H: 1.33 -3.52 2.30
H: -1.14 -3.16 2.88
H: -1.19 -4.86 3.36
H: -2.38 -4.24 2.21
H: 1.54 0.58 1.46
H: -1.94 0.56 0.50
P: 0.38 3.60 -0.11
C: -0.87 4.15 -1.32
C: 0.30 4.44 1.51
C: 2.01 3.49 -0.93
C: -2.12 3.26 -1.21
H: -0.38 3.94 -2.30
C: -1.15 5.65 -1.25
H: -1.61 5.94 -0.29
H: -1.83 5.92 -2.05
H: -0.23 6.24 -1.36
H: -1.88 2.22 -1.47
H: -2.88 3.64 -1.90
H: -2.54 3.26 -0.19
H: 1.74 3.00 -1.89
C: 3.00 2.55 -0.22
C: 2.55 4.89 -1.21
H: 1.95 5.39 -1.99
H: 3.59 4.82 -1.55
H: 2.53 5.54 -0.33
H: 2.54 1.97 0.59
H: 3.85 3.13 0.19
H: 3.38 1.83 -0.94
C: -1.08 4.27 2.16
H: 0.49 5.50 1.25
C: 1.39 3.92 2.46
H: -1.91 4.66 1.54
H: -1.06 4.82 3.12
H: -1.31 3.22 2.41
H: 1.23 2.86 2.71
H: 1.31 4.48 3.41
H: 2.41 4.02 2.06
O: -3.12 -0.95 3.37
S: -2.14 0.08 3.66
O: -2.51 1.47 3.58
N: -0.82 -0.17 2.60
C: 0.34 -0.45 3.25
S: 1.71 -0.60 2.17
C: 0.19 -0.63 4.66
C: 1.10 -1.13 5.62
C: 0.63 -1.41 6.91
C: -0.71 -1.20 7.26
C: -1.61 -0.68 6.32
C: -1.14 -0.37 5.05
H: 2.14 -1.28 5.33
H: 1.31 -1.81 7.66
H: -1.07 -1.46 8.26
H: -2.67 -0.53 6.54

Values from the calculation:
* HOMO-LUMO gap: 0.145 Ha
* HOMO: -1.72 eV
* net charge: -1
* LUMO level: 2.24 eV
* max |F|: 4.34 eV/A



> Number 3 is which compound?

C25H48ClLuNO2P2S2